The following is a DFT calculation (wB97M-V/def2-TZVPD) of a cluster of 13 separate species, C78H195N13 in total at a distorted geometry.

Each line ends with the Löwdin charge.
CARTESIAN COORDINATES (ANGSTROEM)
C1 17.29605 19.16819 -24.13787  -0.04
C2 16.52233 20.02708 -25.24108  -0.23
N1 16.92707 21.44054 -25.41004  -0.20
C3 16.80667 22.23564 -24.18947  -0.22
C4 15.34623 22.30467 -23.55759  -0.05
C5 16.06248 22.01746 -26.47984  -0.22
C6 16.61052 23.40560 -26.87247  -0.07
H1 18.34335 19.44630 -24.25581  0.05
H2 17.27949 18.11428 -24.41555  0.04
H3 16.95487 19.28127 -23.10884  0.04
H4 16.66189 19.52394 -26.19788  0.09
H5 15.43436 19.99395 -25.18351  0.10
H6 17.58842 21.82878 -23.54803  0.10
H7 17.23253 23.19012 -24.49884  0.08
H8 15.39265 22.91661 -22.65677  0.05
H9 14.64051 22.81275 -24.21478  0.06
H10 14.96962 21.29884 -23.37166  0.06
H11 15.03581 21.94423 -26.12112  0.09
H12 16.34437 21.31607 -27.26514  0.10
H13 16.59123 24.26851 -26.20680  0.06
H14 16.07204 23.77278 -27.74615  0.05
H15 17.62325 23.30874 -27.26375  0.06
C7 16.58817 16.55729 -20.81289  -0.09
C8 17.48174 15.75603 -21.73302  -0.23
N2 18.61476 15.15754 -20.94825  -0.15
C9 19.23008 14.08578 -21.70899  -0.30
C10 18.40115 12.80316 -21.71299  -0.09
C11 19.77951 16.06401 -20.55411  -0.21
C12 20.49350 15.47665 -19.30499  -0.08
H16 16.17808 16.04545 -19.94229  0.08
H17 15.74214 16.88763 -21.41555  0.07
H18 17.14541 17.37444 -20.35478  0.04
H19 16.86571 15.06540 -22.30889  0.09
H20 17.84637 16.44674 -22.49332  0.10
H21 19.32030 14.35852 -22.76045  0.11
H22 20.24310 13.83793 -21.39203  0.10
H23 19.00227 11.97618 -22.09095  0.07
H24 18.10919 12.59350 -20.68396  0.07
H25 17.45531 12.80650 -22.25473  0.06
H26 19.27480 17.01604 -20.38974  0.08
H27 20.51333 16.21630 -21.34557  0.11
H28 21.20861 16.20689 -18.92621  0.06
H29 21.16291 14.65618 -19.56349  0.06
H30 19.76356 15.11679 -18.57987  0.08
C13 13.87728 27.30997 -25.01895  -0.08
C14 14.17856 28.80852 -25.39168  -0.21
N3 15.51194 28.89095 -26.07607  -0.19
C15 15.53651 28.42458 -27.48882  -0.26
C16 16.85634 27.88611 -27.99494  -0.09
C17 16.21161 30.21321 -25.93190  -0.24
C18 16.42735 30.67577 -24.48262  -0.10
H31 14.66317 26.55724 -25.08107  0.07
H32 13.10035 26.98900 -25.71282  0.05
H33 13.37140 27.23010 -24.05676  0.05
H34 13.47529 29.30742 -26.05846  0.11
H35 14.20781 29.33793 -24.43933  0.09
H36 14.88188 27.55365 -27.52122  0.10
H37 15.15826 29.17330 -28.18484  0.11
H38 16.61785 27.48906 -28.98163  0.06
H39 17.62943 28.63202 -28.17948  0.07
H40 17.11225 26.97323 -27.45711  0.06
H41 15.61793 30.97686 -26.43439  0.11
H42 17.20545 30.10016 -26.36504  0.10
H43 16.68411 29.88675 -23.77579  0.07
H44 15.51010 31.11762 -24.09336  0.06
H45 17.24346 31.39734 -24.52014  0.07
C19 12.10468 21.17883 -23.00637  -0.08
C20 12.34734 22.35325 -21.98606  -0.27
N4 11.83765 23.52386 -22.52975  -0.21
C21 12.00230 24.68392 -21.59762  -0.21
C22 13.48429 24.98602 -21.26137  -0.08
C23 10.52779 23.53036 -23.17967  -0.25
C24 9.31068 23.14975 -22.28455  -0.07
H46 12.43658 21.39537 -24.02178  0.06
H47 11.04870 20.95936 -23.16396  0.05
H48 12.53429 20.21901 -22.71951  0.06
H49 11.71566 22.01986 -21.16270  0.11
H50 13.36986 22.44102 -21.61884  0.09
H51 11.33100 24.43273 -20.77642  0.10
H52 11.63716 25.57354 -22.11080  0.11
H53 14.07318 24.97483 -22.17853  0.06
H54 13.99196 24.34376 -20.54173  0.06
H55 13.50390 26.02938 -20.94654  0.07
H56 10.16148 24.48850 -23.54829  0.10
H57 10.55665 22.88773 -24.05961  0.09
H58 9.36459 22.06714 -22.16995  0.06
H59 9.42395 23.66611 -21.33132  0.06
H60 8.43119 23.52682 -22.80649  0.07
C25 16.87452 20.54240 -20.45812  -0.09
C26 17.64397 20.30249 -19.14806  -0.23
N5 18.84923 19.51303 -19.47824  -0.19
C27 19.58953 19.02508 -18.27309  -0.22
C28 18.62955 18.33258 -17.26129  -0.08
C29 19.79484 20.06739 -20.45140  -0.25
C30 20.47442 21.35257 -20.02756  -0.08
H61 15.83389 20.72986 -20.19344  0.07
H62 16.81602 19.68683 -21.13093  0.05
H63 17.12180 21.45363 -21.00275  0.06
H64 17.82852 21.25476 -18.65083  0.10
H65 16.98472 19.79568 -18.44335  0.10
H66 20.28698 18.24062 -18.56682  0.08
H67 20.13163 19.86978 -17.84799  0.10
H68 18.05703 19.11319 -16.76031  0.06
H69 17.82536 17.74379 -17.70254  0.07
H70 19.29103 17.80760 -16.57213  0.07
H71 19.23930 20.27209 -21.36659  0.09
H72 20.54058 19.31017 -20.69348  0.11
H73 21.23873 21.67999 -20.73234  0.07
H74 20.95101 21.25518 -19.05212  0.06
H75 19.81719 22.19091 -19.79658  0.05
C31 15.45818 22.78455 -32.84715  -0.05
C32 15.68211 21.41336 -32.03001  -0.19
N6 17.14119 21.11902 -31.79778  -0.18
C33 17.63447 22.04594 -30.83507  -0.29
C34 19.15308 21.92922 -30.54500  -0.05
C35 17.31243 19.67162 -31.46135  -0.20
C36 16.57647 19.22091 -30.16876  -0.08
H76 14.43719 23.15451 -32.94101  0.06
H77 15.83071 22.60487 -33.85563  0.06
H78 16.02361 23.62138 -32.43714  0.04
H79 15.26206 21.35013 -31.02618  0.08
H80 15.28895 20.60602 -32.64784  0.11
H81 17.59062 23.03806 -31.28437  0.08
H82 17.03049 22.28084 -29.95864  0.11
H83 19.71950 21.77199 -31.46291  0.08
H84 19.53463 22.75308 -29.94186  0.05
H85 19.35021 21.01229 -29.98959  0.04
H86 18.35094 19.34090 -31.44699  0.10
H87 16.90556 19.12329 -32.31100  0.10
H88 16.94338 19.59821 -29.21423  0.05
H89 16.47082 18.14828 -30.00626  0.06
H90 15.57138 19.60372 -29.99169  0.04
C37 14.24890 14.97686 -24.33266  -0.08
C38 13.85196 13.90311 -25.40585  -0.23
N7 13.70335 14.62130 -26.68937  -0.17
C39 15.01571 15.30180 -27.17166  -0.23
C40 14.62574 16.64635 -27.71043  -0.09
C41 13.04210 13.84118 -27.76146  -0.26
C42 11.71237 13.24649 -27.46202  -0.10
H91 13.73417 15.92355 -24.49682  0.05
H92 15.29897 15.26290 -24.27244  0.04
H93 14.03637 14.58682 -23.33727  0.07
H94 14.46863 13.00573 -25.35552  0.11
H95 12.88144 13.48870 -25.13297  0.09
H96 15.78486 15.43398 -26.41071  0.09
H97 15.51650 14.75971 -27.97381  0.10
H98 15.47326 17.23338 -28.06429  0.05
H99 13.69577 16.54878 -28.27055  0.07
H100 14.36481 17.16669 -26.78888  0.06
H101 13.81366 13.18814 -28.16931  0.11
H102 12.77435 14.60467 -28.49186  0.10
H103 11.20997 12.76295 -28.29981  0.08
H104 11.04439 13.91084 -26.91380  0.07
H105 11.82307 12.36135 -26.83562  0.07
C43 22.32561 19.33707 -24.83456  -0.08
C44 21.37540 18.27005 -25.39119  -0.25
N8 20.99103 18.52102 -26.80727  -0.16
C45 20.33882 17.26074 -27.37199  -0.21
C46 18.89248 16.96085 -26.91150  -0.08
C47 20.29311 19.77589 -27.01780  -0.27
C48 21.24812 20.72374 -27.66178  -0.10
H106 23.04238 19.58435 -25.61762  0.07
H107 22.69509 19.01308 -23.86161  0.07
H108 21.75511 20.25294 -24.68025  0.05
H109 21.80922 17.27607 -25.28213  0.11
H110 20.49625 18.31520 -24.74842  0.09
H111 20.95412 16.36631 -27.27450  0.10
H112 20.42782 17.41118 -28.44788  0.10
H113 18.76464 16.90149 -25.83065  0.06
H114 18.48394 16.08062 -27.40789  0.07
H115 18.27584 17.76520 -27.31260  0.04
H116 19.55143 19.62629 -27.80242  0.10
H117 19.85414 20.29997 -26.16883  0.11
H118 20.66485 21.56141 -28.04414  0.04
H119 22.01004 21.01793 -26.93996  0.05
H120 21.84074 20.28064 -28.46214  0.09
C49 13.49122 24.41667 -29.45104  -0.08
C50 12.23498 23.56247 -29.77191  -0.21
N9 11.87072 22.71242 -28.64292  -0.21
C51 12.77022 21.56414 -28.56308  -0.23
C52 12.40492 20.50106 -29.68732  -0.05
C53 11.64885 23.32314 -27.35182  -0.26
C54 10.29567 24.16043 -27.33480  -0.06
H121 13.60202 25.18578 -30.21543  0.07
H122 14.39739 23.82199 -29.56636  0.04
H123 13.54162 24.90057 -28.47565  0.06
H124 11.35038 24.19039 -29.87821  0.10
H125 12.42666 23.02518 -30.70071  0.10
H126 13.80258 21.91049 -28.61182  0.08
H127 12.78574 21.22653 -27.52680  0.10
H128 11.39774 20.09784 -29.58197  0.07
H129 12.46315 20.92341 -30.69048  0.05
H130 13.17304 19.72805 -29.71064  0.05
H131 12.48422 23.85899 -26.90112  0.10
H132 11.57272 22.55470 -26.58253  0.09
H133 9.52937 23.56861 -27.83542  0.07
H134 10.48211 25.09129 -27.87036  0.06
H135 9.97125 24.35557 -26.31266  0.05
C55 19.48111 25.40020 -28.05438  -0.08
C56 20.64057 24.44125 -27.75261  -0.27
N10 21.56042 25.06657 -26.83328  -0.17
C57 21.12077 25.17417 -25.43793  -0.22
C58 20.48672 23.91393 -24.80767  -0.07
C59 22.89871 24.42536 -26.83263  -0.26
C60 23.96327 25.50907 -26.66253  -0.09
H136 18.93665 25.02929 -28.92275  0.06
H137 19.85447 26.35170 -28.43301  0.06
H138 18.79256 25.49327 -27.21454  0.05
H139 20.19021 23.52008 -27.38287  0.08
H140 21.17824 24.17401 -28.66234  0.10
H141 21.96902 25.36085 -24.77936  0.10
H142 20.50334 26.07088 -25.49077  0.11
H143 20.99526 22.96112 -24.95473  0.06
H144 20.29084 23.98398 -23.73770  0.06
H145 19.46438 23.73895 -25.14280  0.04
H146 23.10104 23.87069 -27.74887  0.11
H147 23.06827 23.65751 -26.07781  0.10
H148 23.81572 26.06025 -25.73380  0.06
H149 23.94603 26.12265 -27.56326  0.07
H150 24.96774 25.08980 -26.60461  0.07
C61 21.50739 24.65795 -32.36326  -0.07
C62 20.17267 25.50821 -32.54221  -0.25
N11 20.03133 26.55850 -31.56457  -0.19
C63 18.62288 27.06267 -31.56108  -0.25
C64 18.09161 27.87794 -32.75656  -0.09
C65 21.15518 27.54305 -31.54218  -0.22
C66 20.89882 28.72359 -30.56302  -0.08
H151 21.69700 24.48972 -31.30314  0.06
H152 22.32459 25.06068 -32.96167  0.07
H153 21.26648 23.64455 -32.68431  0.05
H154 20.29169 25.99863 -33.50834  0.10
H155 19.28792 24.87821 -32.45045  0.10
H156 17.95136 26.21299 -31.68442  0.09
H157 18.25884 27.56321 -30.66384  0.08
H158 18.65666 28.79705 -32.91167  0.06
H159 18.23497 27.30349 -33.67174  0.06
H160 17.02791 28.11383 -32.72522  0.07
H161 21.28975 27.95020 -32.54429  0.11
H162 22.02878 26.99910 -31.18298  0.10
H163 21.86091 29.14306 -30.26886  0.07
H164 20.37320 28.41689 -29.65873  0.06
H165 20.41394 29.53145 -31.11108  0.06
C67 18.00927 26.06683 -22.06858  -0.08
C68 18.97597 26.09583 -20.87809  -0.23
N12 18.27675 26.20392 -19.56665  -0.19
C69 17.58390 24.99448 -19.23643  -0.26
C70 16.57713 25.27100 -18.06248  -0.06
C71 19.24972 26.45817 -18.54482  -0.28
C72 20.07003 27.78149 -18.58824  -0.08
H166 17.44467 25.13445 -22.06910  0.04
H167 18.52966 25.94993 -23.01917  0.06
H168 17.28835 26.88345 -22.02978  0.08
H169 19.55030 25.17084 -20.92933  0.11
H170 19.59684 26.96964 -21.07573  0.11
H171 18.23334 24.13164 -19.08866  0.10
H172 16.98613 24.68730 -20.09457  0.09
H173 16.08863 24.30761 -17.91637  0.06
H174 15.81659 26.02372 -18.27006  0.07
H175 17.08358 25.45858 -17.11568  0.05
H176 18.96430 26.26859 -17.51008  0.11
H177 20.02767 25.72832 -18.76889  0.10
H178 20.83991 27.73425 -19.35840  0.06
H179 19.44885 28.67603 -18.54305  0.07
H180 20.49540 27.77416 -17.58469  0.06
C73 9.30010 16.17446 -25.28079  -0.07
C74 10.18801 15.37533 -24.34298  -0.27
N13 10.29656 15.84341 -22.96542  -0.20
C75 11.23952 16.89404 -22.86779  -0.27
C76 11.76012 17.04217 -21.44536  -0.07
C77 9.10640 15.81030 -22.13961  -0.23
C78 8.51979 14.39245 -22.11849  -0.09
H181 9.18727 15.79088 -26.29480  0.07
H182 9.78344 17.14932 -25.34511  0.07
H183 8.34216 16.24479 -24.76551  0.07
H184 9.72792 14.38946 -24.27604  0.09
H185 11.13303 15.11936 -24.82206  0.09
H186 12.04586 16.86062 -23.60046  0.10
H187 10.66681 17.79495 -23.08792  0.10
H188 12.21557 18.00959 -21.23380  0.06
H189 11.02126 16.92726 -20.65227  0.06
H190 12.54368 16.29374 -21.32712  0.07
H191 8.38085 16.51157 -22.55179  0.11
H192 9.29525 16.14268 -21.11884  0.10
H193 9.14165 13.53583 -21.85852  0.08
H194 8.12736 14.09704 -23.09155  0.06
H195 7.71154 14.36918 -21.38754  0.07

## Properties
**Net charge**: 0
**Molecular weight**: 1315.5 g/mol
**Gap between HOMO and LUMO**: 0.309 hartree
**Highest occupied orbital energy**: -7.77 eV
**Energy above the lowest of the compared OMol25 structures with the same formula, charge and spin**: 191.7 kcal/mol
**E_tot**: -103409.903 eV